Computed, not measured: C14H24N3O3Pd as an isolated structure at a distorted geometry, with wB97M-V/def2-TZVPD.

Properties
Orbital gap (spin up / spin down) in Eh: 0.2181 / 0.2190
Energy relative to the best compared isomer or geometry (same formula, charge and spin) in eV: 0.720
Highest occupied orbital energy (spin up / spin down) in eV: -19.03 / -19.07
Total charge: +3
LUMO level (spin up / spin down) in eV: -13.0983 / -13.1064
Molar mass in g mol⁻¹: 388.78

Structure (XYZ):
```
45
Properties=species:S:1:pos:R:3:forces:R:3:lowdin_charge:R:1
Pd 0.8920 -0.1500 0.6103 0.4 1.0 -0.3 1.14
C 2.0861 2.0622 -3.3485 -0.2 0.1 0.1 0.04
N 0.8370 2.3768 -2.6181 0.2 0.2 -0.3 -0.08
C 0.0295 3.4900 -3.1694 0.1 -0.1 0.0 0.03
C 0.4682 1.7222 -1.5642 0.0 -0.1 0.0 -0.34
O 1.2128 0.7922 -1.0765 0.1 -0.1 -0.2 -0.10
C -0.8330 2.0633 -0.8701 0.0 -0.2 0.0 -0.07
O -1.1907 1.0095 0.0109 -0.5 0.3 0.2 -0.18
C -2.1306 0.0676 -0.4841 0.2 -0.1 0.0 -0.07
C -1.4333 -1.2477 -0.8244 0.4 0.2 0.1 -0.34
O -0.2116 -1.4387 -0.4626 -0.5 -0.4 0.1 -0.09
N -2.0609 -2.1760 -1.4744 -0.2 -0.4 -0.2 -0.09
C -3.4841 -2.0963 -1.8619 0.2 0.0 0.0 0.03
C -1.3999 -3.4531 -1.8291 -0.1 0.2 0.0 0.04
H 2.7488 2.9232 -3.2994 0.0 0.0 0.0 0.12
H 2.5672 1.1949 -2.9159 0.0 0.0 0.0 0.09
H 1.8309 1.8651 -4.3872 0.0 0.0 0.0 0.12
H 0.6849 4.0982 -3.7846 0.0 0.0 0.0 0.11
H -0.7750 3.1051 -3.7943 0.0 0.0 0.0 0.12
H -0.3684 4.1198 -2.3784 0.0 0.0 0.0 0.11
H -0.6981 2.9677 -0.2750 0.0 0.0 0.0 0.16
H -1.6235 2.2581 -1.5937 0.0 0.0 0.0 0.14
H -2.8746 -0.1116 0.2931 0.0 0.0 0.0 0.16
H -2.6468 0.4601 -1.3593 0.0 0.0 0.0 0.14
H -3.9656 -1.2048 -1.4753 0.0 0.0 0.0 0.09
H -3.5589 -2.1128 -2.9466 0.0 0.0 0.0 0.12
H -3.9961 -2.9670 -1.4586 0.0 0.0 0.0 0.12
H -0.3239 -3.3426 -1.7957 0.0 0.0 0.0 0.10
H -1.7177 -4.2294 -1.1362 0.0 0.0 0.0 0.12
H -1.7140 -3.7205 -2.8341 0.0 0.0 0.0 0.11
C 3.7231 -0.7326 2.3200 0.1 -0.1 -0.1 0.05
C 2.5590 -0.6530 3.1660 0.0 0.0 0.6 -0.14
C 2.5808 -0.7465 4.6771 0.4 0.0 -0.6 0.10
C 1.3290 -0.6280 5.0679 -0.8 0.1 -0.3 0.10
C 0.5083 -0.4556 3.7976 0.3 0.0 0.5 -0.14
C -0.9206 -0.2862 3.7460 -0.2 0.0 0.0 0.05
N 1.2944 -0.4634 2.7002 0.2 -0.6 0.6 0.01
H 4.6210 -1.0332 2.8540 0.0 0.0 0.0 0.12
H 3.8976 0.2704 1.8920 0.0 0.0 0.0 0.15
H 3.5362 -1.4061 1.4745 0.0 0.1 -0.1 0.13
H 3.4730 -0.8935 5.2712 0.0 0.0 -0.1 0.16
H 0.9155 -0.6542 6.0676 -0.1 0.0 -0.1 0.16
H -1.4075 -0.4156 4.7083 0.0 0.0 0.0 0.12
H -1.3424 -0.9621 2.9907 0.0 0.1 0.0 0.13
H -1.1182 0.7341 3.3706 0.0 0.0 0.0 0.15
```
Positions in Å, forces in eV/Å.